Computed, not measured: a molecular structure, C30H57Br27ClN2O4PSSi in a non-equilibrium geometry, with ωB97M-V/def2-TZVPD.

LUMO level (eV): -0.31
Orbital gap (eV): 7.9
E (Eh): -72575.27259

Geometry as XYZ:
```
124
Properties=species:S:1:pos:R:3:forces:R:3
Br 4.220122 3.840145 2.159078 -0.0217 -0.1053 0.0894
Br -0.738465 7.499380 8.709211 -0.0126 -0.1291 -0.0129
Br 5.430651 -8.593171 4.573785 -0.0286 -0.0798 0.0710
Br -4.391175 0.663461 -5.888714 -0.0296 -0.1015 0.0320
Br 3.370701 3.930734 -4.905037 -0.0682 -0.0250 -0.0746
Br 0.598260 4.609452 8.546054 -0.1024 0.0562 0.2279
Br -2.543991 4.944868 8.078836 0.1092 0.0451 0.0530
Br 5.636839 -11.016829 6.636404 -0.0568 0.0905 -0.0612
Br 0.114732 6.329855 -1.397402 -0.0553 0.0235 -0.0761
Br 2.791341 -10.145197 5.488360 0.1562 0.0127 0.0245
Br -5.787955 -2.804049 -0.016251 -0.0172 -0.0002 0.0243
Br -5.365555 -1.260513 -3.540101 0.0403 -0.0374 -0.0776
Br -4.447571 9.226038 -5.611891 0.0596 -0.0662 -0.0878
Br -4.101329 -5.106386 1.383369 -0.0122 -0.0327 -0.0589
Br 1.387091 4.588568 -7.308682 0.0372 -0.0449 -0.0140
Br 2.576851 -8.345888 1.795810 -0.0332 0.1150 0.0543
Br -3.267837 6.468826 -6.719623 -0.1975 0.1552 -0.1210
Br -5.183255 -2.361138 -6.527909 -0.0268 0.1004 0.0561
Br 6.004147 2.082789 4.140679 -0.1471 0.0402 -0.0442
Br 1.917020 -5.260630 1.320633 0.0914 -0.2660 -0.0203
Br -4.565955 -5.133565 -1.782335 0.0320 -0.0092 0.1059
Br -1.848170 8.457824 -2.742637 0.0690 -0.0986 -0.0126
Br -0.490403 6.184828 -4.524397 0.1770 0.1529 0.2272
Br 1.890998 -6.450149 4.275876 0.0148 0.0052 -0.0896
Br -1.691469 9.196310 -7.226747 -0.1038 -0.0638 0.0589
Br 1.832135 1.571977 -6.389408 0.0585 0.0402 -0.0657
Br 2.874902 1.509723 3.850179 0.6094 0.0997 -0.2049
Cl 0.795773 -2.741146 3.188111 -0.6895 0.5882 0.1243
S -1.027013 3.773125 2.891939 0.0589 -0.0348 -0.4967
P 0.582252 -0.670090 3.194143 1.0314 0.6683 -0.2898
Si -0.928628 -3.242676 -3.001629 -0.2177 0.2549 -0.3789
O -1.651934 -2.612432 -1.603027 0.7416 -0.5304 -0.4901
O 0.133190 -0.885392 0.245808 -0.3249 0.7031 0.4589
O 0.286370 -0.380971 4.808457 -0.4363 -0.2913 -0.6857
O 4.184171 -3.684853 -0.725047 0.3810 0.2414 -0.3375
N -1.265906 1.204702 2.183078 0.8336 -0.5618 -0.2178
N -2.615864 1.596362 2.134487 0.0183 0.7809 0.2676
C -1.592248 2.886323 -1.126096 0.4463 0.4035 -0.3302
C 0.342384 4.688224 3.655026 -0.2319 -0.0010 0.7726
C 3.826627 -3.534438 -2.085461 0.2095 -0.2501 0.1828
C 1.948555 0.171362 -0.853181 -0.0716 1.0051 0.7616
C 0.209963 4.834457 5.190932 0.2568 -0.1568 -0.7024
C 2.985954 -1.842022 0.310432 0.3294 1.0549 0.6012
C -0.986630 5.609969 9.001512 -0.0061 0.0116 -0.0581
C -0.346836 2.249942 -1.770862 -0.5199 -0.1347 -0.3602
C 2.917905 -0.286822 0.239304 0.2627 -0.9202 -1.2299
C -5.520830 -0.825574 -5.411392 0.0442 0.0032 0.0381
C -3.419988 8.371378 -7.001054 0.0165 -0.0214 0.0136
C -1.121343 -0.875441 0.901531 -0.1990 -0.6181 0.7278
C 4.355278 -2.431483 -0.069827 -0.9193 -0.7012 0.3752
C 0.155365 -1.885185 -3.739736 -0.4204 -0.6302 0.3824
C 4.268606 2.853024 3.813366 0.0658 0.0748 0.1392
C -0.277245 2.663191 -3.247122 0.2384 -0.4629 0.4621
C -0.505913 2.009042 3.105644 -0.6898 1.5016 0.1605
C -1.170366 -3.116761 -0.355706 -0.8467 -0.4208 0.5377
C -1.185281 6.649550 -2.787918 0.0688 -0.0255 -0.0196
C -2.201102 -3.716770 -4.326733 0.4606 0.4549 0.7443
C 0.504223 0.355681 -0.363988 0.7045 -0.7088 -1.5136
C -5.289289 -4.667132 -0.065134 0.0149 0.0613 -0.0158
C -2.172277 -0.894145 3.258485 0.3492 0.1032 -0.1135
C -1.699709 -2.303069 0.829421 0.2987 -0.1255 -0.9686
C -1.070921 -0.268336 2.354921 -0.8412 -1.1953 0.4397
C 4.554026 -9.554672 5.998352 -0.0593 -0.0272 -0.0334
C 2.633028 3.313608 -6.576601 -0.0599 0.0071 0.1544
C -0.336676 0.708195 -1.610639 -0.0263 1.2403 0.7688
C 0.141174 -4.769053 -2.734692 -0.0015 0.1860 -0.1384
C 2.679705 -6.560144 2.518705 -0.0632 -0.0144 -0.0839
H -1.842168 -0.234656 0.389061 0.1967 0.1695 -0.3025
H -1.523067 -2.916148 1.707120 0.1093 0.1223 0.2169
H -1.802534 3.815321 -1.664730 -0.1039 0.0691 0.1229
H -0.086644 -3.229761 -0.305747 0.0907 0.3128 -0.1562
H 0.096869 0.284873 -2.510408 -0.0568 -0.2015 0.2014
H -6.190879 -5.245571 0.074041 -0.0133 0.0275 0.0087
H 0.913755 4.150060 5.655681 -0.0782 -0.0315 0.3141
H -2.407316 -0.246836 4.101837 0.0635 0.0740 0.0096
H -3.964357 8.512229 -7.923008 0.0203 0.0016 -0.0098
H 0.035612 3.703285 -3.303199 -0.1883 0.0521 -0.2468
H 0.751480 -2.324570 -4.539423 0.0976 0.1666 -0.0916
H -1.255657 2.512981 -3.707823 -0.0037 0.1531 -0.1806
H -2.023762 5.995341 -2.593379 -0.0029 0.0020 0.0116
H 2.264342 1.168614 -1.178531 -0.0465 0.0017 -0.1743
H 0.501156 1.203276 0.321750 -0.2953 -0.1879 0.4355
H -1.420586 3.161341 -0.090033 -0.1984 -0.2091 0.2451
H -3.091260 -1.109661 2.716385 -0.0383 0.0391 -0.0143
H -2.737676 -2.800775 -4.578121 -0.3301 -0.2021 -0.0681
H -3.159655 1.005546 1.526428 0.0575 -0.0443 -0.0503
H 4.121262 -4.447202 -2.600936 -0.0397 -0.0551 -0.0141
H 4.967367 -1.750205 -0.668386 -0.0126 0.0074 -0.1156
H 4.377848 -2.698493 -2.525340 -0.1160 0.0708 -0.1406
H 3.452482 3.222814 -7.274378 -0.0181 0.0023 -0.0167
H 4.434543 -8.864186 6.820420 -0.0008 0.0052 -0.0084
H 0.552694 2.006310 2.856135 -0.1130 -0.3712 0.0392
H -1.591916 -4.121773 -0.217977 0.1181 -0.0591 -0.0379
H -2.868838 -4.509399 -3.985170 -0.0953 0.1819 -0.1547
H 0.430273 5.850994 5.514533 0.1736 0.0001 0.0462
H 1.980218 -0.456514 -1.742457 0.0912 -0.2384 0.1135
H 0.996328 0.203516 5.106195 -0.0871 -0.1545 0.1933
H 2.657102 0.165755 1.186226 0.0001 0.0851 0.2310
H 4.071608 3.553867 4.612151 0.0139 0.0152 -0.0013
H 2.749698 -3.400638 -2.223837 -0.0254 0.1885 0.0093
H -0.464480 -1.071498 -4.115107 0.0797 0.0457 -0.1084
H -1.792442 -1.825645 3.673964 -0.2068 -0.1344 0.0210
H 0.793217 -1.505891 -2.943423 0.1820 -0.0325 -0.2042
H -1.159852 5.469468 10.058257 0.0076 0.0031 -0.0006
H -0.692220 1.757741 4.158563 0.1709 -0.1013 -0.0394
H 2.781286 -2.131896 1.341120 -0.2164 -0.2662 -0.1571
H -1.677420 -4.051171 -5.222264 0.0733 -0.0552 -0.0287
H -2.777280 -2.247836 0.672665 -0.0916 0.0543 0.2113
H 0.697332 -4.805643 -1.804852 0.0254 -0.0750 0.2460
H -0.799101 4.603872 5.519111 -0.0500 -0.1040 0.0550
H 0.322686 5.682946 3.215716 -0.1146 -0.0664 -0.3198
H -2.477781 2.258804 -1.229083 0.0014 -0.1018 0.0913
H 3.727850 -6.318500 2.625233 -0.0045 -0.0207 0.0112
H 0.890544 -4.757976 -3.531831 -0.0121 0.0300 -0.0577
H 1.303952 4.239203 3.405658 -0.0477 -0.0167 -0.2000
H 0.526761 2.675372 -1.271060 0.1448 -0.0675 0.0058
H -3.038192 1.698162 3.054523 -0.1353 -0.4377 0.0046
H 4.876696 -2.687486 0.850761 0.3155 0.1871 -0.0367
H -6.542328 -0.521719 -5.587135 0.0074 0.0070 -0.0093
H 3.908824 0.056245 -0.071284 0.0750 0.2068 0.3322
H -1.373476 0.387663 -1.516943 0.0226 -0.3139 -0.0825
H -0.416934 -5.696374 -2.865628 -0.1006 -0.0083 0.1980
H 2.201182 -2.237314 -0.328008 -0.0106 -0.2484 -0.0070
H 0.451642 2.052942 -3.788985 -0.0320 0.1343 0.0090
```
Positions in Å, forces in eV/Å.